This record from the Open Molecules 2025 dataset describes a gas-phase ion, C10H21N2O2S (charge +1). The level of theory is wB97M-V/def2-TZVPD.

Each line ends with the Mulliken charge.
Positions of all 36 atoms, in Å:
C  5.267  0.567  0.353  -0.700
O  3.918  0.334  -0.029  -0.315
C  2.947  0.800  0.873  -0.926
C  1.658  0.031  0.600  -0.171
C  0.946  0.621  -0.612  -0.837
S  -0.717  0.017  -1.012  0.255
C  -1.242  -1.141  0.259  -0.673
C  -0.699  -2.547  -0.009  0.434
C  -1.409  -3.339  -1.070  -1.309
N  0.255  -3.059  0.653  -0.684
N  -1.642  1.403  -0.808  0.092
C  -2.697  1.541  -1.840  -0.986
C  -2.043  1.626  0.574  0.486
C  -3.496  1.542  0.936  -1.251
O  -1.174  1.838  1.376  -0.466
H  5.855  -0.310  0.084  0.251
H  5.673  1.439  -0.169  0.250
H  5.356  0.733  1.430  0.321
H  3.248  0.627  1.915  0.470
H  2.787  1.882  0.762  0.371
H  1.950  -0.999  0.379  0.197
H  1.023  0.034  1.488  0.379
H  0.830  1.702  -0.517  0.437
H  1.532  0.427  -1.514  0.611
H  -2.332  -1.161  0.137  0.569
H  -1.007  -0.800  1.267  0.583
H  -0.838  -4.249  -1.257  0.395
H  -1.558  -2.773  -1.990  0.352
H  -2.385  -3.646  -0.676  0.327
H  0.616  -2.439  1.376  0.274
H  -3.348  2.360  -1.534  0.426
H  -2.238  1.828  -2.786  0.288
H  -3.307  0.644  -1.962  0.412
H  -3.542  1.171  1.959  0.348
H  -4.066  0.879  0.283  0.407
H  -3.960  2.530  0.901  0.382

- LUMO: -3.5 eV
- DFT total energy: -1051.50130 Ha
- Total charge: +1
- 2S+1: 1
- Frontier orbital gap: 9.22 eV

***

This record from the Open Molecules 2025 dataset describes 7 unconnected molecules or ions with the total composition C51H120BF4N6O3. The level of theory is wB97M-V/def2-TZVPD.

Each line ends with the Mulliken charge.
Positions of all 185 atoms, in Å:
C  -4.124  -7.145  4.752  -1.165
C  -3.106  -6.005  5.162  -0.313
N  -3.111  -4.711  4.243  0.127
C  -4.459  -4.045  4.435  -1.053
C  -2.079  -3.645  4.809  -0.079
C  -0.598  -3.994  4.595  -0.814
C  -2.805  -5.016  2.741  -0.845
C  -2.846  -3.797  1.772  -0.462
O  -1.730  -2.914  2.080  0.008
C  -1.434  -2.019  1.005  -0.907
H  -4.099  -8.002  5.425  0.423
H  -3.983  -7.621  3.782  0.339
H  -5.145  -6.765  4.792  0.348
H  -2.064  -6.316  5.078  0.306
H  -3.262  -5.657  6.184  0.365
H  -4.727  -3.903  5.482  0.362
H  -5.182  -4.676  3.917  0.449
H  -4.503  -3.091  3.909  0.337
H  -2.240  -3.541  5.882  0.669
H  -2.331  -2.723  4.285  -0.050
H  0.146  -3.323  5.024  -0.146
H  -0.301  -4.190  3.565  0.238
H  -0.240  -4.885  5.111  0.468
H  -3.608  -5.720  2.521  0.530
H  -1.835  -5.511  2.716  0.299
H  -3.792  -3.276  1.919  0.376
H  -2.910  -4.188  0.757  0.454
H  -2.090  -1.152  1.082  -0.054
H  -1.388  -2.563  0.062  0.631
H  -0.428  -1.630  1.164  -0.108
C  -0.222  3.368  -4.402  -0.344
C  -0.187  4.824  -3.900  -1.078
N  1.194  5.256  -3.260  0.230
C  0.982  6.635  -2.625  -0.844
C  1.572  4.270  -2.155  -0.898
C  0.507  3.912  -1.150  -0.596
C  2.420  5.216  -4.261  -0.526
C  2.269  5.868  -5.663  -0.773
O  2.045  7.229  -5.434  -0.389
C  1.308  7.917  -6.433  -0.717
H  -1.204  3.092  -4.786  0.307
H  0.112  2.522  -3.801  -0.160
H  0.461  3.189  -5.232  0.485
H  -1.022  5.002  -3.223  0.406
H  -0.146  5.507  -4.749  0.744
H  0.629  7.317  -3.399  0.300
H  1.904  6.927  -2.122  0.383
H  0.252  6.525  -1.823  0.400
H  2.423  4.624  -1.574  0.574
H  1.810  3.325  -2.643  0.144
H  -0.302  3.420  -1.689  -0.052
H  0.139  4.697  -0.490  0.625
H  0.777  3.264  -0.315  0.200
H  2.593  4.175  -4.534  0.341
H  3.242  5.780  -3.818  0.505
H  1.386  5.475  -6.166  0.453
H  3.214  5.843  -6.205  0.437
H  0.246  7.723  -6.282  0.294
H  1.672  7.807  -7.454  0.360
H  1.362  8.989  -6.244  0.265
C  4.286  -1.682  8.702  -1.329
C  3.787  -0.466  7.952  -0.282
N  3.687  -0.583  6.366  0.662
C  2.918  -1.838  6.014  -1.333
C  2.780  0.630  5.815  -0.154
C  3.440  2.011  5.880  -1.432
C  5.075  -0.701  5.680  -0.479
C  5.240  -0.216  4.173  -1.073
O  4.122  -0.464  3.338  -0.058
C  4.212  -1.568  2.437  -0.639
H  4.353  -1.496  9.773  0.427
H  5.284  -1.985  8.386  0.349
H  3.618  -2.539  8.609  0.324
H  4.533  0.284  8.216  0.384
H  2.796  -0.210  8.326  0.311
H  2.779  -1.909  4.935  0.222
H  1.900  -1.852  6.402  0.468
H  3.509  -2.729  6.226  0.558
H  1.837  0.584  6.361  0.558
H  2.483  0.352  4.803  0.050
H  2.762  2.843  5.691  0.432
H  4.321  2.102  5.244  0.224
H  3.766  2.267  6.888  0.389
H  5.404  -1.739  5.721  0.454
H  5.796  -0.163  6.295  0.407
H  6.140  -0.635  3.723  0.437
H  5.533  0.833  4.132  0.413
H  3.296  -1.597  1.847  0.037
H  4.246  -2.517  2.973  0.389
H  5.021  -1.613  1.709  0.300
C  -3.550  1.044  -8.339  -1.405
C  -3.273  1.085  -6.770  -0.137
C  -3.463  -0.309  -6.066  -0.736
N  -3.005  -0.295  -4.541  0.406
C  -3.448  -1.733  -4.015  -1.055
C  -3.497  -1.834  -2.466  0.045
C  -4.126  -0.622  -1.667  -0.640
C  -3.691  0.731  -2.241  0.403
C  -3.731  0.841  -3.821  -1.105
C  -1.493  -0.236  -4.366  -1.230
H  -3.426  1.987  -8.872  0.405
H  -4.569  0.699  -8.518  0.364
H  -2.780  0.427  -8.803  0.357
H  -3.970  1.817  -6.361  0.347
H  -2.279  1.486  -6.572  0.159
H  -2.953  -1.097  -6.620  0.442
H  -4.490  -0.674  -6.085  0.525
H  -4.473  -1.814  -4.375  0.470
H  -2.864  -2.480  -4.553  0.598
H  -3.923  -2.762  -2.084  0.664
H  -2.476  -1.941  -2.098  -0.369
H  -5.210  -0.574  -1.564  0.435
H  -3.826  -0.515  -0.625  -0.016
H  -4.324  1.527  -1.850  0.672
H  -2.656  0.860  -1.923  -0.707
H  -4.738  0.807  -4.237  0.580
H  -3.321  1.786  -4.180  0.410
H  -1.015  -1.137  -4.750  0.434
H  -1.205  -0.148  -3.318  0.350
H  -1.076  0.640  -4.862  0.290
C  1.223  -5.865  -4.136  -1.597
C  1.808  -4.571  -4.404  -0.092
C  2.599  -3.857  -3.278  -0.409
N  3.254  -2.438  -3.576  0.457
C  3.796  -1.914  -2.187  -0.457
C  4.864  -0.784  -2.306  -0.311
C  5.912  -1.071  -3.335  -0.823
C  5.219  -1.351  -4.658  -0.826
C  4.356  -2.597  -4.625  -0.775
C  2.136  -1.465  -4.170  -0.962
H  0.667  -6.215  -5.006  0.411
H  0.623  -5.930  -3.228  0.338
H  1.992  -6.615  -3.952  0.381
H  1.012  -3.948  -4.812  0.163
H  2.402  -4.629  -5.316  0.244
H  3.335  -4.641  -3.095  0.379
H  2.041  -3.630  -2.369  0.413
H  4.254  -2.770  -1.691  0.437
H  2.980  -1.642  -1.519  0.048
H  5.273  -0.627  -1.307  0.504
H  4.299  0.081  -2.651  0.008
H  6.522  -1.908  -2.996  0.306
H  6.572  -0.224  -3.522  0.387
H  5.951  -1.532  -5.445  0.438
H  4.600  -0.578  -5.113  0.332
H  4.948  -3.414  -4.213  0.458
H  3.983  -3.072  -5.532  0.575
H  1.322  -1.562  -3.451  0.131
H  1.951  -1.766  -5.201  0.377
H  2.611  -0.485  -4.211  0.512
C  -5.084  5.264  2.927  -1.460
C  -4.582  3.904  2.538  -0.182
C  -2.985  3.823  2.732  -0.659
N  -2.414  2.366  2.608  0.205
C  -0.837  2.448  2.552  -0.537
C  -0.197  1.080  2.755  1.211
C  -0.613  0.426  4.075  -0.983
C  -2.146  0.231  4.098  0.147
C  -2.925  1.509  3.849  -1.120
C  -2.883  1.713  1.292  -0.579
H  -4.627  6.036  2.309  0.351
H  -4.884  5.469  3.979  0.360
H  -6.150  5.376  2.731  0.407
H  -4.939  3.728  1.523  0.257
H  -5.073  3.161  3.166  0.289
H  -2.717  4.118  3.747  0.510
H  -2.463  4.457  2.016  0.490
H  -0.693  3.198  3.330  0.613
H  -0.538  2.870  1.593  -0.185
H  0.888  1.122  2.846  0.762
H  -0.321  0.432  1.888  -1.555
H  -0.204  1.109  4.820  0.327
H  -0.201  -0.582  4.118  0.359
H  -2.387  -0.337  4.997  0.767
H  -2.260  -0.597  3.397  -0.407
H  -2.880  2.258  4.640  0.496
H  -3.954  1.165  3.749  0.409
H  -2.648  2.440  0.515  0.577
H  -3.962  1.667  1.442  0.698
H  -2.293  0.804  1.178  -0.576
B  0.629  0.304  -0.870  0.157
F  1.178  1.029  -1.907  -0.638
F  -0.331  1.114  -0.467  0.134
F  0.078  -0.824  -1.370  -0.321
F  1.675  0.094  0.019  -0.156

- LUMO: -8.8 eV
- DFT total energy: -2992.07592 Ha
- Total charge: +5
- 2S+1: 1
- Frontier orbital gap: 9.50 eV

***

Q: Which formula does entry 2 have?
A: C51H120BF4N6O3

***

Q: The lowest LUMO belongs to which entry?
A: C51H120BF4N6O3

***

Q: Which value of 2S+1 does entry 1 give?
A: 1

***

Q: DFT total energy of number 2 (C51H120BF4N6O3)?
A: -2992.07592 Ha